This record from OMol25 describes C64H118F30N11O21S10 as an isolated structure at a distorted geometry. The level of theory is the ωB97M-V functional and the def2-TZVPD basis.

XYZ file:
```
254
Properties=species:S:1:pos:R:3:forces:R:3
C -4.809135 3.135087 -1.521691 0.12 0.76 -0.40
C -4.255325 4.265857 -2.421121 0.19 0.37 1.46
C -4.841325 5.623447 -1.989151 0.75 0.13 -0.75
N -4.141075 6.889827 -2.568411 -0.67 -1.00 -2.25
C -5.059905 8.070147 -2.260771 2.22 1.05 0.73
C -4.468915 9.374737 -2.833891 -0.67 -0.25 0.29
C -3.055615 9.582027 -2.276721 -0.53 -1.10 0.62
C -2.139805 8.357057 -2.581221 0.47 2.11 0.77
C -2.676975 7.059517 -2.002801 -1.90 0.70 -0.64
C -4.076855 6.783977 -4.074841 0.44 -1.42 -0.59
H -4.322525 2.216617 -1.849931 -0.43 -0.21 0.03
H -5.897565 3.108767 -1.573771 -0.03 -0.42 -0.02
H -4.507515 3.314807 -0.489781 -0.03 0.07 0.05
H -4.503755 4.100947 -3.469541 0.40 -0.17 0.04
H -3.192645 4.221267 -2.182731 0.24 0.25 -0.74
H -4.818995 5.809787 -0.915431 -0.10 -0.27 0.08
H -5.853945 5.589017 -2.391041 -0.17 0.67 0.29
H -4.921755 8.162627 -1.183521 -0.82 -0.07 0.27
H -6.091035 7.963137 -2.597551 0.24 -0.76 0.11
H -5.149145 10.131947 -2.444001 0.10 0.27 0.05
H -4.643405 9.397667 -3.909591 0.56 0.10 -0.16
H -3.209445 9.565757 -1.197751 0.06 0.24 0.12
H -2.602065 10.550107 -2.489371 0.01 -0.23 -0.42
H -1.183055 8.561407 -2.100621 0.05 -0.18 0.30
H -1.878005 8.503887 -3.629081 -0.19 -1.30 -0.31
H -2.923115 7.059117 -0.940961 0.71 0.54 0.24
H -2.036195 6.200647 -2.202431 -0.47 -0.15 -0.38
H -3.414295 5.951697 -4.312371 -0.13 -0.22 0.12
H -3.652305 7.578467 -4.688541 -0.10 0.57 1.03
H -5.052215 6.564187 -4.508981 -0.18 -0.01 0.39
C -3.063995 1.398707 1.881039 -0.75 1.44 -0.46
C -4.264475 0.988217 2.698529 0.45 -1.48 1.73
C -5.046035 -0.264343 2.166979 0.22 1.16 0.54
N -6.251895 -0.656093 3.071859 1.20 0.20 0.63
C -7.282365 0.498057 3.223589 -0.32 -0.52 -1.32
C -7.809635 0.919437 1.815259 -0.93 -1.48 0.57
C -8.418445 -0.339913 1.160589 -0.13 -1.35 -0.75
C -7.545265 -1.628113 1.111729 1.29 0.77 1.31
C -6.963605 -1.975563 2.547099 -0.68 1.58 -1.20
C -5.683505 -0.940463 4.519859 -0.47 0.34 -2.19
H -2.532265 0.518347 1.520039 -0.04 0.37 -0.45
H -2.400665 2.009137 2.493789 0.17 -0.46 0.28
H -3.413885 2.181897 1.208499 0.39 -0.57 -1.15
H -4.890165 1.814907 3.034989 -0.21 0.10 -0.64
H -3.707345 0.750867 3.604819 -0.66 -0.73 0.61
H -4.395795 -1.136403 2.097699 0.01 -0.03 0.34
H -5.328915 -0.029653 1.140819 -0.67 -0.11 0.22
H -7.008575 1.393747 3.781149 1.15 -0.42 0.00
H -8.010875 0.014507 3.874399 -0.60 0.14 -0.44
H -7.094145 1.431217 1.171629 0.42 -0.28 0.28
H -8.624515 1.636577 1.914089 0.03 0.05 0.37
H -8.759235 -0.213173 0.133019 0.21 0.61 -0.12
H -9.339995 -0.669423 1.640459 -0.10 0.44 0.56
H -6.670025 -1.449803 0.487019 0.02 -0.02 -0.18
H -8.052615 -2.462403 0.627329 -0.22 -0.03 0.47
H -6.299745 -2.840063 2.542699 0.43 0.57 -0.01
H -7.765605 -2.217693 3.244429 -0.02 0.35 0.14
H -5.319465 0.008177 4.914389 -0.41 -0.17 0.17
H -4.819375 -1.587363 4.368519 -0.31 -0.29 0.26
H -6.545095 -1.382043 5.020629 0.51 0.02 0.44
C -3.890785 -0.918073 -1.492321 1.20 -0.89 -0.81
C -2.430445 -0.385263 -1.455491 -1.21 0.47 0.38
C -1.549035 -1.333163 -0.654101 0.94 -0.66 -1.49
N -0.010785 -1.090363 -0.703901 0.17 0.37 1.07
C 0.290805 0.352627 -0.111721 -0.56 -1.96 -0.54
C 1.736055 0.526687 0.185909 2.22 0.45 -0.04
C 2.380465 -0.550533 1.074759 -1.46 -0.12 0.62
C 2.068455 -1.979143 0.580739 -1.27 0.64 -0.84
C 0.559945 -2.211593 0.198859 1.35 0.81 1.28
C 0.613145 -1.211443 -2.166901 -2.44 -0.02 2.37
H -4.527225 -0.213083 -2.027161 -0.20 0.08 0.54
H -4.192295 -1.200253 -0.483581 -0.38 0.39 -0.02
H -3.922765 -1.837603 -2.076741 -0.07 -0.19 -0.02
H -2.620875 0.593817 -1.015891 0.94 0.19 0.46
H -2.079055 -0.172503 -2.465121 0.10 -0.32 -0.04
H -1.614415 -2.336433 -1.075141 -0.20 -0.11 -0.43
H -1.901965 -1.543113 0.355589 0.45 0.78 0.38
H -0.315425 0.421897 0.791489 0.08 -0.16 0.15
H -0.117045 1.071667 -0.822171 0.21 -0.08 -0.17
H 1.791465 1.496277 0.680799 0.17 0.05 0.25
H 2.442795 0.634857 -0.636851 -0.74 0.14 -0.72
H 1.930395 -0.298013 2.034849 -0.22 -0.88 0.50
H 3.446505 -0.466103 1.285789 0.06 0.45 -0.70
H 2.334745 -2.689613 1.363319 -0.05 -0.27 -0.16
H 2.582235 -2.213963 -0.351461 0.75 0.03 0.21
H 0.046865 -2.273843 1.158529 -0.62 0.58 -0.27
H 0.438585 -3.208473 -0.224941 -0.16 0.31 -0.66
H 1.648865 -0.872143 -2.183201 -0.26 -0.23 0.06
H -0.084955 -0.574893 -2.710551 0.59 0.00 -0.48
H 0.397775 -2.263083 -2.356051 0.65 0.04 -0.55
C 4.703275 1.523447 8.205829 0.46 -0.80 -0.09
C 4.308905 0.337027 7.328569 -1.24 0.08 -1.24
C 4.980895 0.416457 5.954809 0.97 -0.95 -0.37
N 4.736555 -0.775593 4.965239 -0.90 -1.08 0.49
C 5.519935 -0.582033 3.622069 -1.69 0.45 0.61
C 7.013965 -0.849883 3.691499 -0.29 -0.19 0.74
C 7.307055 -2.217163 4.297889 0.78 -0.80 1.13
C 6.527075 -2.474623 5.659059 0.20 -0.20 -1.99
C 5.058545 -2.201593 5.457849 0.58 1.12 1.06
C 3.191205 -0.907113 4.791609 1.49 0.77 -0.76
H 4.338705 1.314517 9.211579 0.11 0.31 0.02
H 4.310925 2.472137 7.839569 -0.02 -0.14 -0.03
H 5.792385 1.567357 8.207939 0.06 0.31 0.32
H 3.225425 0.363867 7.212539 -0.17 0.07 -0.11
H 4.486605 -0.649743 7.756139 0.48 0.15 0.38
H 6.052135 0.433337 6.155459 0.18 -0.13 -0.28
H 4.796225 1.288627 5.327659 -0.41 0.19 0.26
H 5.239555 0.385307 3.205249 0.36 0.49 0.55
H 4.960615 -1.229663 2.946919 0.47 -0.70 -0.04
H 7.598365 -0.180513 4.322769 -0.59 0.73 -0.05
H 7.375065 -0.664253 2.679939 0.19 -0.44 -0.03
H 8.356535 -2.302523 4.579659 0.22 0.40 -0.13
H 7.237955 -3.035483 3.581179 -0.73 -0.06 0.15
H 6.956395 -1.957523 6.517199 -0.05 0.45 -0.24
H 6.567685 -3.525423 5.945899 0.26 -0.16 -0.19
H 4.602265 -2.351073 6.436399 -0.52 0.20 -0.21
H 4.594835 -2.877793 4.739639 0.17 0.07 -0.05
H 2.983505 -1.636953 4.009119 0.10 0.11 -0.04
H 2.856285 0.082097 4.479509 -0.42 -0.10 0.23
H 2.786905 -1.288493 5.729249 -0.03 0.44 -0.13
C 5.363005 -4.155573 1.590619 0.22 0.00 -0.54
C 4.465255 -5.157773 2.312509 2.31 0.87 1.44
C 3.528035 -5.798343 1.386609 -1.83 -0.46 0.78
N 2.551355 -6.785463 2.072489 0.62 -1.60 0.56
C 1.934015 -6.260623 3.419149 0.31 -0.93 -1.58
C 0.815695 -7.186093 3.905659 -0.18 0.79 0.22
C -0.227485 -7.470663 2.873109 -1.90 1.58 -0.44
C 0.305105 -7.881583 1.552779 0.19 -1.05 0.03
C 1.456635 -7.068073 1.024799 0.59 0.16 0.83
C 3.333925 -8.107793 2.355419 -0.06 0.59 -0.59
H 4.882055 -3.190683 1.430069 -0.31 -0.13 -0.44
H 5.652465 -4.622063 0.648969 0.22 0.50 -0.18
H 6.265745 -3.893083 2.142219 -0.08 -0.44 0.07
H 4.020265 -4.563743 3.110769 -0.64 -0.43 0.10
H 5.166745 -5.840413 2.792099 -0.21 -0.39 0.13
H 3.966025 -6.381993 0.576909 0.05 0.41 -0.13
H 2.912975 -4.963993 1.049469 -0.29 -0.40 -0.72
H 1.540205 -5.279603 3.153419 -0.09 0.08 0.20
H 2.765515 -6.182113 4.119529 -0.14 0.05 -0.04
H 0.276635 -6.587113 4.639659 0.31 -0.23 0.60
H 1.133205 -8.137993 4.331299 0.47 0.26 0.23
H -0.872435 -6.615993 2.668949 0.25 0.66 0.43
H -0.968245 -8.174123 3.253259 0.31 -0.42 0.02
H -0.457465 -7.825473 0.775959 -0.04 -0.31 0.04
H 0.548315 -8.914883 1.800259 0.63 -0.42 -1.22
H 1.181975 -6.059323 0.716439 -0.47 -0.18 -0.19
H 1.940735 -7.587033 0.197499 0.06 0.30 -0.06
H 2.794945 -8.881303 2.902479 -0.40 0.65 0.19
H 4.273415 -7.888833 2.862889 -0.24 0.21 0.11
H 3.582865 -8.584683 1.407419 -0.05 0.38 -0.21
C 1.165605 -1.596763 -5.370251 0.42 0.28 -1.21
C 0.503585 -1.645223 -6.779861 -0.94 1.35 1.22
C -0.988505 -1.349683 -6.509351 -0.97 0.22 -0.97
C -1.847285 -1.050743 -7.763041 0.97 -0.20 0.18
C -1.365675 0.238907 -8.421331 0.61 -0.96 0.35
C 0.177675 0.147527 -8.842971 -1.69 2.04 0.22
N 1.020635 -0.480473 -7.705531 8.09 -1.17 -1.59
O 2.395725 -0.359363 -7.792461 -9.20 -0.47 0.64
C 0.565775 1.657637 -9.012921 0.73 -0.58 -0.20
C 0.210815 -0.662533 -10.170831 1.06 -0.72 0.19
C 0.720945 -2.997643 -7.469801 0.63 0.76 -0.99
H 2.223815 -1.823333 -5.500441 -0.07 -0.19 0.50
H 0.624305 -2.295113 -4.731981 0.30 -0.42 -0.27
H 1.055855 -0.629343 -4.880191 0.07 0.22 -0.43
H -1.062505 -0.497713 -5.833521 0.01 -0.18 0.28
H -1.404145 -2.259143 -6.075501 0.16 0.12 0.48
H -2.926805 -1.022703 -7.614871 0.10 0.10 0.56
H -1.693615 -1.931123 -8.387061 -0.08 0.15 -0.58
H -1.521095 1.111567 -7.786971 0.22 -0.20 0.40
H -2.018155 0.450687 -9.268401 0.60 -0.07 -0.53
H 0.421905 2.258297 -8.114811 -0.05 -0.37 0.12
H -0.091855 2.066407 -9.780081 0.01 -0.14 -0.06
H 1.599255 1.814087 -9.322021 0.00 -0.19 -0.07
H 1.180875 -0.995233 -10.540171 0.49 0.48 0.42
H -0.187375 -0.056843 -10.984881 -0.30 0.11 0.37
H -0.311425 -1.616623 -10.099561 -0.53 0.30 0.13
H 1.780405 -3.220913 -7.595451 0.10 -0.15 0.74
H 0.420745 -2.983933 -8.517561 -0.66 -0.02 0.11
H 0.168415 -3.749973 -6.906941 0.24 -0.02 -0.06
C -1.239795 -5.234433 -3.523851 1.38 -0.58 0.64
F -0.475365 -5.181303 -4.659261 -1.59 0.73 1.26
F -1.631865 -3.997663 -3.061361 0.53 -1.11 -1.21
F -2.318345 -5.984273 -3.737891 0.61 0.71 -0.05
S -0.165025 -6.064333 -2.147971 -1.26 -0.24 1.58
O -1.078105 -6.046403 -0.991661 1.64 0.70 -1.60
O 0.212285 -7.378243 -2.632901 -0.58 1.45 0.34
N 1.161225 -4.990933 -1.911001 -2.99 -0.97 0.10
S 2.327865 -5.732293 -2.633721 2.89 -1.74 -3.38
O 2.883105 -6.846763 -1.873841 0.16 1.32 -0.02
O 2.061165 -6.042763 -4.053311 0.85 1.19 1.94
C 3.767445 -4.355323 -2.691431 -1.19 -1.18 2.01
F 4.734305 -4.713853 -3.480191 0.13 -0.19 -0.93
F 3.318875 -3.146873 -2.971711 -0.34 0.39 -0.66
F 4.305725 -4.265263 -1.446821 -0.21 -0.13 0.14
C 4.571555 2.956257 0.654109 0.55 1.15 2.25
F 5.795605 3.499857 0.509759 -1.16 -0.49 -0.85
F 3.664785 3.421677 -0.214561 1.01 -0.58 0.34
F 4.695755 1.606657 0.546249 -0.33 0.85 -0.12
S 4.038515 3.517747 2.488189 -0.12 1.32 -0.87
O 3.811245 4.980397 2.453859 0.66 -3.42 -0.10
O 2.873815 2.707857 2.754849 0.38 -0.65 0.13
N 5.373565 2.942287 3.393819 -2.20 0.14 -1.42
S 6.064475 4.238577 3.946809 1.58 5.03 0.25
O 6.413215 5.225157 2.886439 0.12 -2.39 2.23
O 5.408845 4.814507 5.130449 1.03 -1.41 -1.22
C 7.783495 3.657987 4.664849 0.53 1.04 -0.49
F 8.700685 3.259897 3.719719 -1.48 -0.02 1.18
F 8.355685 4.739347 5.281749 -1.00 -1.43 -0.62
F 7.598445 2.684987 5.587899 0.37 0.29 -0.63
C -0.376325 4.233007 0.840399 -0.46 2.58 1.12
F 0.800355 4.938657 0.688039 -2.16 -1.84 -0.34
F -0.971925 3.849647 -0.314141 1.14 0.28 0.34
F -0.214785 3.175507 1.614729 0.53 -0.15 -0.55
S -1.663055 5.331927 1.847949 1.95 -0.26 2.78
O -2.979445 4.787097 1.577879 0.43 -0.17 -0.56
O -1.203395 5.192057 3.278239 -0.84 0.46 -4.29
N -1.488505 6.885877 1.124099 1.42 -4.31 0.48
S -2.471135 7.710717 1.941219 -3.87 5.80 2.97
O -3.864805 7.690957 1.417909 1.92 0.08 -0.28
O -2.427875 7.753217 3.396519 0.25 -0.99 -1.09
C -1.754165 9.529457 1.622709 -0.85 -2.68 0.59
F -2.638355 10.467507 1.966179 0.45 -0.24 -0.05
F -0.588575 9.720017 2.223169 -0.41 0.17 0.17
F -1.557265 9.538707 0.324519 0.40 0.98 -1.69
C -1.756735 -1.350683 5.584459 -0.81 0.29 2.64
F -2.490525 -0.223883 5.874459 0.39 -1.19 -1.41
F -0.757855 -1.302963 6.472439 0.42 -0.09 -1.01
F -2.491555 -2.429333 5.942779 0.25 1.16 -0.99
S -1.082975 -1.462133 3.800819 1.05 0.96 -2.26
O -0.809665 -0.126213 3.238449 -2.12 -1.87 1.15
O 0.181615 -2.179103 3.889969 -1.53 -0.41 0.36
N -2.405675 -2.299483 2.945069 1.96 6.00 1.81
S -2.138625 -3.772273 2.984829 0.39 -5.95 -0.68
O -1.496675 -4.275753 1.767639 -0.38 0.36 1.18
O -1.659245 -4.269713 4.275989 -0.51 0.04 -1.47
C -3.946755 -4.501903 2.854199 2.47 1.74 -1.02
F -3.855105 -5.776783 2.992709 -0.15 -1.66 -0.31
F -4.577135 -4.018423 3.898459 -1.46 0.64 0.36
F -4.577805 -4.200243 1.659179 0.42 -0.15 1.60
C 3.709565 1.104447 -3.744111 -1.19 0.73 1.55
F 4.908355 1.407937 -3.284581 0.25 -0.79 -1.02
F 3.529635 -0.260543 -3.892341 0.42 2.10 0.06
F 2.892205 1.537327 -2.723101 0.11 -1.08 -1.45
S 3.396215 2.116257 -5.385311 3.33 -0.11 -3.50
O 4.073455 3.430447 -5.253271 -2.50 -2.67 0.70
O 4.090595 1.339657 -6.444781 -1.91 0.11 2.08
N 1.669245 1.985157 -5.775541 4.82 -4.45 -0.42
S 1.195275 3.272257 -5.245321 -3.60 7.45 3.71
O 1.650535 3.570137 -3.861051 -1.23 -0.44 -2.20
O 1.245015 4.356977 -6.222671 -0.44 -0.97 1.01
C -0.764195 2.949427 -5.049881 3.71 0.49 0.00
F -1.269065 3.100077 -6.249411 -1.09 -0.63 -0.88
F -0.911575 1.687297 -4.582011 -0.91 0.41 -0.06
F -1.346305 3.844227 -4.263301 -0.15 -0.43 0.48
```
Positions in Å, forces in eV/Å.

Calculated values
HOMO level: -9.99 eV
gap between HOMO and LUMO: 4.3 eV
net charge: +1
energy: -11668.7202 Eh
lowest unoccupied orbital energy: -0.209 Ha
spin multiplicity: 1